Entry from the Open Molecules 2025 dataset: a molecular structure, C12H30ClDyINO2P2 in a non-equilibrium geometry (wB97M-V/def2-TZVPD).

Output
net charge	+2
multiplicity	6
orbital gap (spin up / spin down)	4.55 / 4.60	eV
<S²>	9.329

Each line ends with the Löwdin spin population.
Atoms and positions in Å:
H (4.487, 0.318, 0.231)  0.000
H (-3.279, -2.526, 0.397)  0.000
C (-0.051, 1.117, -2.635)  0.000
H (-0.980, 1.590, 4.780)  0.000
C (0.101, 1.560, 4.584)  0.000
C (-0.047, 0.769, -4.026)  0.001
N (0.388, 0.873, 3.322)  0.001
H (3.052, 0.104, 1.267)  0.000
H (-3.256, 0.924, -2.766)  0.000
H (-4.435, -2.343, -0.976)  0.000
H (-3.068, 0.089, 1.285)  0.000
H (-0.040, 1.687, -4.648)  0.000
H (-4.540, 0.328, 0.305)  0.000
H (-0.929, 0.126, -4.219)  0.000
O (-0.048, 1.996, -1.848)  0.006
H (-2.801, -3.044, -1.218)  0.000
H (0.486, 2.587, 4.564)  0.000
C (3.392, 0.385, 0.264)  0.001
I (-0.257, -3.213, 1.527)  -0.014
C (-0.106, 1.308, 2.165)  0.000
H (0.677, -1.092, 4.013)  0.000
O (0.011, 0.594, 1.097)  -0.015
H (-4.641, -0.185, -2.445)  0.000
H (-3.147, 1.441, 0.167)  0.000
C (-3.382, -2.296, -0.668)  0.001
H (0.585, 1.022, 5.402)  0.000
H (3.086, 1.427, 0.121)  0.000
H (4.295, -2.405, -0.979)  0.000
C (3.442, -0.155, -2.545)  -0.002
C (-0.852, 2.600, 2.137)  0.000
P (-2.715, -0.633, -1.008)  -0.011
C (-3.446, 0.396, 0.303)  0.000
H (2.645, -3.071, -1.207)  0.000
H (2.152, -0.131, 3.884)  0.000
H (0.830, 0.117, -4.213)  0.000
C (3.246, -2.331, -0.665)  0.001
Cl (-0.038, -2.285, -2.521)  -0.014
H (3.162, 0.884, -2.774)  0.000
C (1.191, -0.348, 3.399)  0.001
C (-3.544, -0.111, -2.537)  -0.002
Dy (-0.053, -1.042, -0.345)  5.056
H (-1.745, 2.494, 2.776)  0.000
P (2.613, -0.655, -1.009)  -0.011
H (4.539, -0.238, -2.454)  0.000
H (-0.212, 3.426, 2.489)  0.000
H (3.152, -2.559, 0.402)  0.000
H (-3.189, -0.753, -3.356)  0.000
H (-1.173, 2.848, 1.122)  0.000
H (3.075, -0.798, -3.357)  0.000
H (1.366, -0.798, 2.415)  0.001